6 unconnected molecules or ions with the total composition C39H38BIN5O12 in a non-equilibrium geometry, computed with wB97M-V/def2-TZVPD.

```
96
C39H38BIN5O12, DFT wB97M-V/def2-TZVPD
C 1.280 2.789 0.766
C 0.765 3.498 -0.518
C -0.209 4.698 -0.254
C -1.711 4.321 -0.355
C -2.553 5.673 -0.221
N -2.108 3.669 -1.597
N -1.352 3.787 -2.699
C -1.809 3.105 -3.756
N -2.949 2.512 -3.331
C -3.128 2.882 -2.036
N -4.180 2.502 -1.311
C -5.116 1.582 -2.003
C -4.498 0.136 -2.015
O -3.923 -0.335 -2.909
I -4.808 -0.975 -0.155
B -4.567 2.853 0.097
N -5.666 3.792 0.370
O -3.842 2.245 1.099
H 1.761 1.828 0.429
H 0.445 2.482 1.431
H 2.054 3.393 1.275
H 0.240 2.744 -1.143
H 1.629 3.865 -1.141
H 0.034 5.567 -0.911
H -0.036 5.060 0.782
H -1.953 3.755 0.570
H -1.911 6.520 0.087
H -3.035 5.905 -1.198
H -3.360 5.534 0.527
H -0.495 4.312 -2.851
H -1.321 3.091 -4.734
H -5.425 1.947 -2.999
H -6.050 1.500 -1.402
H -5.527 4.666 -0.141
H -6.550 3.425 -0.001
H -4.440 2.104 1.855
C -0.655 -2.327 -3.315
C -1.258 -2.010 -2.171
C -0.724 -2.466 -0.870
O -1.272 -2.180 0.179
C 0.508 -3.290 -0.885
C 1.112 -3.608 -2.028
C 0.578 -3.151 -3.333
O 1.128 -3.437 -4.374
H -1.032 -2.002 -4.276
H -2.156 -1.411 -2.140
H 0.884 -3.614 0.078
H 2.013 -4.210 -2.058
C 3.489 -2.724 0.694
C 4.125 -3.879 0.508
C 4.908 -4.135 -0.725
O 5.485 -5.186 -0.898
C 4.956 -3.054 -1.741
C 4.320 -1.900 -1.552
C 3.538 -1.647 -0.319
O 2.956 -0.593 -0.146
H 2.912 -2.521 1.587
H 4.099 -4.676 1.239
H 5.533 -3.258 -2.634
H 4.343 -1.101 -2.282
C 0.994 -3.756 4.168
C 0.647 -3.434 5.411
C 1.365 -3.997 6.580
O 1.049 -3.705 7.713
C 2.485 -4.930 6.309
C 2.831 -5.252 5.065
C 2.113 -4.689 3.899
O 2.431 -4.980 2.761
H 0.480 -3.356 3.302
H -0.167 -2.755 5.627
H 2.998 -5.331 7.174
H 3.645 -5.932 4.848
C 4.682 7.567 0.823
C 3.783 7.228 -0.098
C 3.997 6.064 -0.988
O 3.176 5.754 -1.832
C 5.248 5.292 -0.816
C 6.149 5.630 0.104
C 5.935 6.794 0.997
O 6.752 7.102 1.836
H 4.543 8.415 1.482
H 2.862 7.780 -0.238
H 5.386 4.444 -1.476
H 7.069 5.077 0.244
C -4.572 -7.298 -0.268
C -4.110 -7.034 0.952
C -3.328 -5.805 1.229
O -2.904 -5.563 2.340
C -3.082 -4.882 0.095
C -3.544 -5.147 -1.125
C -4.327 -6.375 -1.402
O -4.750 -6.615 -2.513
H -5.145 -8.190 -0.489
H -4.281 -7.696 1.792
H -2.511 -3.992 0.315
H -3.373 -4.484 -1.965
```

Its total charge is +1. As for the highest occupied orbital energy: -11.65 eV.

=====

A single C2H6N2S molecule in a non-equilibrium geometry, computed with wB97M-V/def2-TZVPD.

```
11
C2H6N2S, DFT wB97M-V/def2-TZVPD
C -1.758 0.172 0.774
S -0.960 1.646 0.282
C 0.550 0.795 -0.050
N 0.633 -0.363 -0.447
N 1.951 -0.659 -0.897
H -2.839 0.281 1.109
H -1.847 -0.434 -0.085
H -1.248 -0.276 1.674
H 1.461 1.349 -0.095
H 1.859 -1.015 -1.871
H 2.198 -1.495 -0.394
```

The SMILES is CS/C=N/N. The energy above the lowest of the compared OMol25 structures with the same formula, charge and spin is 191.2 kJ/mol. Its total charge is 0. As for the highest occupied orbital energy: -8.97 eV.

=====

2 unconnected molecules or ions with the total composition C4H6O2, computed with wB97M-V/def2-TZVPD.

```
12
C4H6O2, DFT wB97M-V/def2-TZVPD
O 1.837 -1.422 0.782
C 1.079 -1.924 -0.163
C -1.154 -0.081 0.184
C -1.441 1.357 0.190
O -2.196 2.243 0.465
C -0.116 0.975 -0.329
H 2.421 -0.688 0.509
H 1.313 -1.347 -1.099
H -0.952 -0.581 1.129
H -1.623 -0.731 -0.553
H 0.070 1.022 -1.401
H 0.761 1.177 0.285
```

The energy above the lowest of the compared OMol25 structures with the same formula, charge and spin is 528.5 kJ/mol. Its total charge is 0. As for the highest occupied orbital energy: -9.03 eV.

=====

A molecular structure, C4H5F2NS in a non-equilibrium geometry, computed with wB97M-V/def2-TZVPD.

```
13
C4H5F2NS, DFT wB97M-V/def2-TZVPD
C -0.743 0.002 -0.064
C 0.661 -0.378 0.252
C 1.807 0.749 0.549
C 2.033 -0.392 -0.476
H -3.893 -0.738 0.697
H -0.862 0.971 -0.637
H 0.691 -0.975 1.190
H 2.246 0.822 1.506
H 2.023 -0.076 -1.512
N -1.667 -0.800 0.323
F 1.454 1.921 -0.112
F 2.909 -1.391 -0.146
S -3.147 0.059 -0.172
```

The energy above the lowest of the compared OMol25 structures with the same formula, charge and spin is 238.6 kJ/mol. Its total charge is 0. As for the highest occupied orbital energy: -8.97 eV.